Entry i
A 2-piece molecular cluster, C10H13O3 overall, computed with wB97M-V/def2-TZVPD.

Structure (ORCA input):
```
! wB97M-V def2-TZVPD RIJCOSX def2/J DEFGRID3
* xyz -1 1
C 2.819 0.427 0.865
C 3.486 1.309 1.917
C 3.064 -1.092 1.014
O 3.736 -1.486 1.971
O 2.469 -1.853 0.167
H 1.735 0.468 0.882
H 3.017 0.725 -0.164
H 2.856 2.018 2.436
H 4.435 1.654 1.475
H 3.919 0.627 2.649
C -4.390 0.222 -0.481
C -0.204 -0.495 -1.283
C -0.913 -1.241 -0.320
C -0.857 0.620 -1.825
C -2.247 -1.028 -0.079
C -2.193 0.861 -1.573
C -2.928 -0.026 -0.797
O 1.080 -0.668 -1.515
H 1.648 -1.226 -0.725
H -0.352 -2.028 0.179
H -0.276 1.361 -2.386
H -2.821 -1.512 0.705
H -2.736 1.706 -1.996
H -4.913 -0.722 -0.313
H -4.933 0.693 -1.292
H -4.500 0.687 0.488
*
```

Calculated values
HOMO energy	-0.165	Eh
gap between HOMO and LUMO	7.8	eV
lowest unoccupied orbital energy	3.26	eV



Entry ii
A 2-piece molecular cluster, C10H13O3 overall, computed with wB97M-V/def2-TZVPD.

Structure (ORCA input):
```
! wB97M-V def2-TZVPD RIJCOSX def2/J DEFGRID3
* xyz -1 1
C -1.982 -1.906 -1.121
C -2.729 -3.102 -0.534
C -2.684 -0.573 -0.710
O -3.165 0.117 -1.616
O -2.661 -0.350 0.534
H -1.012 -1.787 -0.642
H -1.982 -1.958 -2.199
H -2.756 -2.960 0.533
H -2.213 -4.052 -0.673
H -3.780 -3.093 -0.826
C 3.989 0.756 0.412
C 0.276 0.463 1.007
C 1.606 0.137 0.834
C -0.219 1.690 0.525
C 2.518 1.105 0.372
C 0.683 2.612 0.014
C 2.045 2.321 -0.078
O -1.507 2.023 0.638
H -0.432 -0.284 1.321
H 2.006 -0.847 1.058
H -2.095 1.218 0.715
H 0.227 3.511 -0.368
H 4.231 -0.230 0.014
H 4.260 0.735 1.465
H 2.756 2.998 -0.541
H 4.619 1.457 -0.133
*
```

Calculated values
HOMO energy	-0.170	Eh
gap between HOMO and LUMO	7.9	eV
lowest unoccupied orbital energy	3.26	eV



The calculated energies rank the structures as follows, beginning with the most stable: entry ii, entry i.



Entry i
A 2-piece molecular cluster, C4H11S overall, computed with wB97M-V/def2-TZVPD.

Structure (ORCA input):
```
! wB97M-V def2-TZVPD RIJCOSX def2/J DEFGRID3
* xyz -1 1
C -4.121 1.231 -1.955
S -2.917 1.404 -0.499
H -4.395 0.233 -2.085
H -4.890 1.837 -1.797
H -3.559 1.647 -2.715
C 4.404 -1.788 1.163
C 3.102 -1.419 0.478
C 2.149 -0.658 1.300
H 5.041 -0.835 1.441
H 5.047 -2.383 0.496
H 4.228 -2.500 2.100
H 2.690 -2.384 0.052
H 3.514 -0.883 -0.400
H 2.288 0.425 1.369
H 1.125 -1.033 1.156
H 2.378 -0.782 2.455
*
```

Calculated values
HOMO energy	-0.070	Eh
gap between HOMO and LUMO	5.0	eV
lowest unoccupied orbital energy	3.07	eV



Entry ii
A 2-piece molecular cluster, C4H11S overall, computed with wB97M-V/def2-TZVPD.

Structure (ORCA input):
```
! wB97M-V def2-TZVPD RIJCOSX def2/J DEFGRID3
* xyz -1 1
C 1.434 -0.080 -0.541
C 0.489 -0.390 0.651
C -0.212 0.861 1.201
C -0.660 -1.349 0.250
H 1.916 -0.909 -0.980
H 0.809 0.396 -1.352
H 2.264 0.615 -0.192
H 1.105 -0.891 1.504
H -0.828 0.589 2.071
H -0.903 1.259 0.448
H 0.485 1.692 1.552
H -0.233 -2.283 -0.082
H -1.315 -1.572 1.114
H -1.247 -0.840 -0.550
S -1.298 1.316 -1.936
H -1.806 1.587 -3.159
*
```

Calculated values
HOMO energy	-0.101	Eh
gap between HOMO and LUMO	6.9	eV
lowest unoccupied orbital energy	4.20	eV



The calculated energies rank the structures as follows, beginning with the most stable: entry ii, entry i.



Entry i
A 9-piece molecular cluster, C37H57BN8O overall, computed with wB97M-V/def2-TZVPD.

Structure (ORCA input):
```
! wB97M-V def2-TZVPD RIJCOSX def2/J DEFGRID3
* xyz 0 1
C 31.579 7.482 32.490
C 30.089 7.773 32.350
C 29.353 6.526 32.897
C 28.132 6.692 33.719
C 28.254 7.727 34.881
C 28.596 9.043 34.222
N 29.692 8.954 33.145
O 30.167 10.102 32.877
C 29.277 9.841 35.428
C 27.474 9.860 33.680
C 29.773 7.974 30.808
H 32.011 8.339 32.170
H 31.835 6.833 31.851
H 31.800 7.426 33.609
H 30.071 6.287 33.730
H 29.376 5.642 32.390
H 27.905 5.759 34.048
H 27.362 6.951 33.120
H 28.983 7.337 35.418
H 27.393 7.811 35.544
H 28.562 9.540 36.311
H 29.146 10.864 35.251
H 30.192 9.531 35.779
H 26.592 9.972 34.419
H 27.130 9.396 32.627
H 27.584 10.816 33.410
H 30.316 8.871 30.455
H 28.750 8.206 30.450
H 29.888 7.103 30.299
B 31.893 6.366 36.807
H 31.782 7.562 36.203
H 33.139 6.346 36.875
H 31.465 6.041 37.946
H 31.330 5.427 36.108
N 27.124 4.445 37.003
C 25.798 4.464 37.274
C 25.650 5.505 38.372
C 26.968 6.101 38.435
C 27.791 5.401 37.497
H 27.584 3.652 36.393
H 25.106 3.631 36.987
H 24.688 5.585 38.941
H 27.433 6.867 38.962
H 28.887 5.462 37.223
N 24.034 7.847 32.396
C 24.088 8.234 33.739
C 24.561 7.028 34.568
C 24.663 5.921 33.555
C 24.456 6.524 32.186
H 23.726 8.388 31.782
H 23.872 9.189 34.014
H 24.760 6.857 35.699
H 24.913 4.865 33.745
H 24.487 6.091 31.112
N 30.396 13.870 34.742
C 30.877 13.364 33.436
C 29.710 13.310 32.565
C 28.448 13.557 33.526
C 29.056 13.921 34.884
H 31.062 14.169 35.441
H 31.892 13.101 33.293
H 29.564 13.226 31.538
H 27.418 13.466 33.221
H 28.554 14.063 35.833
N 28.137 11.908 26.924
C 27.379 11.419 28.045
C 28.404 10.960 29.121
C 29.725 10.914 28.277
C 29.385 11.486 26.971
H 27.786 12.296 26.047
H 26.335 11.719 27.997
H 28.001 10.705 30.156
H 30.929 10.807 28.705
H 29.879 11.581 26.013
N 35.097 7.790 33.274
C 34.575 6.582 33.509
C 34.901 5.707 32.173
C 35.853 6.589 31.403
C 35.700 7.960 32.039
H 35.079 8.574 34.038
H 33.823 6.259 34.338
H 34.706 4.669 31.829
H 36.560 6.421 30.641
H 35.941 8.911 31.645
N 33.975 12.059 28.950
C 32.697 12.145 29.330
C 32.541 11.403 30.637
C 33.865 10.783 30.870
C 34.788 11.236 29.646
H 34.441 12.619 28.036
H 32.150 12.610 28.708
H 31.616 11.194 31.322
H 34.126 10.291 31.789
H 35.888 10.889 29.319
N 28.810 12.645 39.959
C 28.531 11.604 38.992
C 27.457 12.145 37.965
C 27.270 13.538 38.389
C 28.098 13.814 39.743
H 29.207 12.541 40.953
H 29.022 10.755 39.148
H 27.051 11.709 37.016
H 26.608 14.380 38.004
H 27.992 14.585 40.290
*
```

Calculated values
HOMO energy	-0.261	Eh
gap between HOMO and LUMO	3.9	eV
lowest unoccupied orbital energy	-3.23	eV



Entry ii
A 9-piece molecular cluster, C37H57BN8O overall, computed with wB97M-V/def2-TZVPD.

Structure (ORCA input):
```
! wB97M-V def2-TZVPD RIJCOSX def2/J DEFGRID3
* xyz 0 1
C -1.076 -0.617 3.122
C -0.670 0.088 1.817
C 0.603 1.025 2.157
C 1.050 1.739 0.963
C 1.407 0.744 -0.153
C 0.508 -0.501 -0.362
N -0.285 -0.864 0.859
O -0.836 -2.036 0.750
C 1.315 -1.697 -0.866
C -0.485 -0.093 -1.516
C -1.922 0.804 1.250
H -2.033 -1.198 3.072
H -1.149 0.112 3.930
H -0.296 -1.469 3.452
H 1.411 0.530 2.533
H 0.420 1.735 2.820
H 2.057 2.137 1.139
H 0.159 2.210 0.639
H 2.359 0.150 0.082
H 1.582 1.275 -1.115
H 2.072 -2.227 -0.200
H 1.903 -1.149 -1.778
H 0.559 -2.556 -1.158
H -0.840 0.949 -1.194
H -1.191 -1.075 -1.821
H -0.081 -0.106 -2.503
H -2.792 0.004 1.186
H -1.895 1.380 0.305
H -2.114 1.622 1.938
B 2.997 -3.315 2.583
H 3.555 -3.525 3.542
H 3.655 -3.327 1.583
H 2.118 -4.144 2.668
H 2.561 -2.113 2.606
N 4.526 -0.435 0.809
C 4.929 0.832 1.282
C 5.296 1.576 -0.005
C 5.255 0.659 -1.025
C 4.878 -0.735 -0.469
H 4.071 -1.130 1.535
H 4.749 1.092 2.200
H 5.575 2.496 0.255
H 5.334 0.810 -2.055
H 4.850 -1.767 -0.844
N -2.472 -2.815 -3.683
C -1.406 -3.438 -3.352
C -0.255 -2.849 -3.981
C -0.826 -1.752 -4.743
C -2.212 -1.680 -4.520
H -3.379 -2.980 -3.410
H -1.344 -4.444 -2.631
H 0.730 -3.106 -3.605
H -0.510 -0.980 -5.581
H -3.157 -1.159 -4.628
N -4.744 -4.805 -2.193
C -5.659 -3.680 -2.139
C -5.135 -2.710 -1.078
C -3.889 -3.448 -0.543
C -3.670 -4.744 -1.328
H -4.920 -5.679 -2.778
H -6.552 -3.444 -2.713
H -5.627 -1.825 -0.819
H -3.151 -3.030 0.236
H -2.929 -5.400 -1.282
N -0.445 3.546 5.079
C 0.477 4.233 4.259
C 1.839 3.447 4.186
C 1.594 2.258 5.082
C 0.256 2.521 5.724
H -1.371 3.574 5.203
H 0.408 5.153 3.643
H 2.778 3.800 3.846
H 2.235 1.390 5.374
H -0.306 1.803 6.421
N 0.770 7.289 2.121
C -0.471 6.688 1.700
C -0.166 5.522 0.772
C 1.386 5.483 0.730
C 1.869 6.680 1.547
H 0.747 8.099 2.731
H -1.468 7.048 1.918
H -1.016 4.876 0.271
H 2.023 4.889 0.183
H 2.973 7.281 1.763
N -4.267 3.014 -3.187
C -4.209 4.451 -2.798
C -2.703 4.567 -2.437
C -2.080 3.208 -2.370
C -3.050 2.311 -3.042
H -5.129 2.597 -3.548
H -5.018 5.406 -2.612
H -2.275 5.625 -2.041
H -1.143 3.066 -2.081
H -3.024 1.233 -3.254
N 1.643 -5.336 -0.301
C 2.625 -4.906 -1.242
C 2.048 -5.238 -2.610
C 0.745 -5.866 -2.273
C 0.579 -5.949 -0.866
H 1.776 -5.237 0.674
H 3.529 -4.606 -1.000
H 2.651 -5.150 -3.565
H 0.290 -6.356 -3.010
H -0.080 -6.348 -0.247
*
```

Calculated values
HOMO energy	-0.267	Eh
gap between HOMO and LUMO	4.1	eV
lowest unoccupied orbital energy	-3.16	eV



The calculated energies rank the structures as follows, beginning with the most stable: entry ii, entry i.